# 1
This record from OMol25 describes an isolated molecule of C22H31N3O2. The level of theory is wB97M-V/def2-TZVPD.

The geometry in XYZ format:
```
58
Properties=species:S:1:pos:R:3:nbo_charge:R:1
C 4.467 -0.226 3.006 -0.64
C 3.346 -0.628 2.110 0.14
C 3.185 -0.440 0.767 -0.28
C 1.946 -1.043 0.391 -0.24
C 1.330 -1.146 -0.948 0.69
O 0.876 -2.204 -1.372 -0.66
N 1.273 -0.017 -1.724 -0.44
C 0.600 -0.147 -3.003 -0.23
C -0.943 -0.253 -2.886 -0.22
N -1.423 0.309 -1.638 -0.44
C -1.928 -0.444 -0.621 0.66
O -2.072 0.003 0.513 -0.64
C -2.430 -1.824 -0.868 -0.11
C -2.053 -2.967 -1.452 -0.14
C -3.217 -3.760 -0.904 -0.43
C -3.646 -2.435 -0.202 -0.40
C -1.103 1.729 -1.412 -0.02
C -2.323 2.521 -0.937 -0.41
C -1.975 3.985 -0.698 -0.40
C -0.844 4.097 0.318 -0.40
C 0.393 3.373 -0.199 -0.40
C 0.134 1.899 -0.519 -0.25
C 1.391 1.335 -1.187 -0.20
C 1.395 -1.590 1.527 0.21
C 0.119 -2.332 1.727 -0.65
N 2.242 -1.315 2.568 -0.33
C 2.024 -1.740 3.933 -0.41
H 5.236 0.268 2.414 0.23
H 4.147 0.473 3.782 0.21
H 4.928 -1.085 3.500 0.22
H 3.897 0.042 0.117 0.22
H 0.874 0.724 -3.599 0.19
H 0.976 -1.035 -3.509 0.23
H -1.401 0.281 -3.724 0.19
H -1.250 -1.288 -2.945 0.24
H -1.181 -3.250 -2.024 0.23
H -3.919 -4.147 -1.644 0.20
H -2.947 -4.565 -0.218 0.21
H -3.599 -2.457 0.887 0.22
H -4.609 -2.028 -0.511 0.20
H -0.842 2.121 -2.405 0.19
H -3.110 2.423 -1.689 0.21
H -2.696 2.086 -0.012 0.24
H -1.665 4.462 -1.636 0.19
H -2.861 4.520 -0.351 0.21
H -0.606 5.144 0.518 0.21
H -1.164 3.652 1.265 0.20
H 0.734 3.878 -1.113 0.19
H 1.215 3.443 0.519 0.21
H -0.054 1.354 0.410 0.24
H 2.213 1.376 -0.478 0.23
H 1.661 1.982 -2.028 0.19
H -0.317 -2.565 0.759 0.26
H 0.290 -3.271 2.258 0.21
H -0.608 -1.742 2.290 0.23
H 0.972 -1.637 4.191 0.22
H 2.320 -2.781 4.081 0.20
H 2.604 -1.115 4.607 0.21
```

Results
Energy relative to the best compared isomer or geometry (same formula, charge and spin) ... 160.5 kJ/mol
SMILES ... Cc1cc(C(=O)N2CCN(C(=O)C3=CCC3)[C@H]3CCCC[C@@H]3C2)c(C)n1C
LUMO level ... 0.8 eV



# 2
This record from OMol25 describes an isolated molecule of C22H31N3O2S. The level of theory is wB97M-V/def2-TZVPD.

The geometry in XYZ format:
```
59
Properties=species:S:1:pos:R:3:nbo_charge:R:1
C 3.044 -1.503 -4.360 -0.64
C 3.246 -2.489 -3.218 -0.07
O 2.544 -2.077 -2.044 -0.52
C 3.142 -1.167 -1.269 0.82
O 4.239 -0.723 -1.495 -0.62
C 2.307 -0.842 -0.030 -0.13
C 2.551 -2.059 0.895 -0.38
C 2.177 -1.903 2.377 -0.43
C 0.723 -1.621 2.636 -0.02
C 0.322 -0.446 3.260 -0.23
C -1.019 -0.185 3.488 -0.21
C -1.979 -1.102 3.101 -0.22
C -1.590 -2.287 2.498 -0.22
C -0.251 -2.545 2.273 -0.17
C 2.817 0.472 0.574 -0.43
C 2.493 1.659 -0.345 -0.22
N 1.089 1.771 -0.688 -0.44
C 0.267 2.233 0.426 -0.25
C -1.158 2.403 0.030 -0.25
C -1.732 3.358 -0.739 -0.02
N -3.072 3.265 -0.935 -0.53
C -3.575 2.245 -0.322 0.29
N -4.888 1.944 -0.278 -0.43
C -5.341 0.695 0.274 -0.40
C -5.786 2.624 -1.181 -0.41
S -2.387 1.273 0.559 0.31
C 0.631 0.540 -1.302 -0.22
C 0.830 -0.695 -0.415 -0.44
H 3.531 -1.877 -5.256 0.22
H 3.480 -0.541 -4.099 0.22
H 1.984 -1.369 -4.559 0.21
H 4.311 -2.580 -2.981 0.20
H 2.833 -3.469 -3.465 0.19
H 2.006 -2.906 0.472 0.21
H 3.618 -2.301 0.861 0.22
H 2.791 -1.123 2.830 0.21
H 2.438 -2.846 2.867 0.22
H 1.065 0.273 3.577 0.21
H -1.313 0.738 3.966 0.22
H -3.025 -0.898 3.274 0.21
H -2.334 -3.012 2.203 0.21
H 0.045 -3.473 1.806 0.20
H 3.898 0.415 0.713 0.23
H 2.347 0.633 1.542 0.20
H 2.809 2.591 0.131 0.20
H 3.050 1.553 -1.280 0.21
H 0.304 1.562 1.298 0.18
H 0.671 3.206 0.727 0.21
H -1.202 4.173 -1.197 0.21
H -4.745 0.442 1.150 0.21
H -6.384 0.800 0.573 0.21
H -5.263 -0.126 -0.450 0.19
H -6.012 2.006 -2.056 0.18
H -5.311 3.545 -1.506 0.25
H -6.717 2.853 -0.660 0.19
H -0.424 0.650 -1.559 0.21
H 1.193 0.420 -2.234 0.19
H 0.492 -1.585 -0.946 0.23
H 0.224 -0.589 0.484 0.22
```

Results
Energy relative to the best compared isomer or geometry (same formula, charge and spin) ... 141.3 kJ/mol
SMILES ... CCOC(=O)C1(CCc2ccccc2)CCN(Cc2cnc(N(C)C)s2)CC1
LUMO level ... 0.7 eV



# 3
This record from OMol25 describes an isolated molecule of C22H31N3O5S in a non-equilibrium geometry. The level of theory is wB97M-V/def2-TZVPD.

The geometry in XYZ format:
```
62
Properties=species:S:1:pos:R:3:nbo_charge:R:1
C 1.321 6.021 0.626 -0.26
O 1.885 4.732 0.826 -0.50
C 2.527 4.206 -0.219 0.76
O 2.680 4.775 -1.271 -0.59
C 3.035 2.833 0.059 -0.08
C 3.743 2.183 -0.951 -0.18
C 4.186 0.886 -0.759 -0.22
C 3.917 0.253 0.441 -0.31
S 4.345 -1.484 0.630 2.36
O 4.487 -1.762 2.027 -0.94
O 5.415 -1.782 -0.275 -0.94
N 3.044 -2.342 0.113 -0.72
C 1.829 -2.547 0.862 -0.04
C 1.305 -3.863 0.258 -0.42
C 1.872 -3.867 -1.176 -0.40
C 2.673 -2.555 -1.264 -0.05
C 1.806 -1.388 -1.756 -0.41
C 0.552 -1.212 -0.890 -0.05
N -0.014 0.097 -1.158 -0.64
C -1.179 0.602 -0.620 0.79
O -1.340 1.801 -0.510 -0.67
N -2.108 -0.320 -0.242 -0.64
C -3.451 0.078 0.133 -0.06
C -3.927 -0.749 1.328 -0.40
C -5.329 -0.318 1.747 -0.40
C -6.304 -0.462 0.583 -0.40
C -5.831 0.358 -0.613 -0.40
C -4.429 -0.071 -1.035 -0.41
C 0.862 -1.384 0.611 -0.44
C 3.258 0.902 1.467 -0.21
C 2.810 2.199 1.279 -0.18
H 0.474 5.954 -0.060 0.20
H 2.065 6.700 0.205 0.20
H 0.992 6.364 1.603 0.20
H 3.924 2.708 -1.877 0.25
H 4.745 0.354 -1.514 0.25
H 2.072 -2.625 1.922 0.24
H 0.218 -3.905 0.280 0.21
H 1.690 -4.709 0.823 0.22
H 1.094 -3.908 -1.936 0.21
H 2.537 -4.716 -1.321 0.22
H 3.578 -2.641 -1.868 0.24
H 1.511 -1.551 -2.794 0.22
H 2.399 -0.473 -1.717 0.21
H -0.182 -1.969 -1.192 0.18
H 0.672 0.831 -1.282 0.40
H -2.008 -1.266 -0.570 0.38
H -3.381 1.134 0.414 0.23
H -3.229 -0.625 2.159 0.21
H -3.938 -1.807 1.051 0.19
H -5.303 0.725 2.069 0.20
H -5.664 -0.922 2.592 0.21
H -6.375 -1.515 0.297 0.19
H -7.299 -0.133 0.889 0.21
H -5.816 1.416 -0.344 0.20
H -6.522 0.234 -1.449 0.21
H -4.084 0.538 -1.872 0.22
H -4.448 -1.116 -1.359 0.19
H -0.067 -1.542 1.161 0.22
H 1.311 -0.460 0.979 0.22
H 3.115 0.382 2.402 0.24
H 2.279 2.720 2.059 0.24
```

Results
Energy relative to the best compared isomer or geometry (same formula, charge and spin) ... 0.0 kJ/mol
SMILES ... COC(=O)c1ccc(S(=O)(=O)N2[C@@H]3CC[C@H]2C[C@H](NC(=O)NC2CCCCC2)C3)cc1
LUMO level ... -0.1 eV



# 4
This record from OMol25 describes a structure of composition C22H31N7OPd. The level of theory is wB97M-V/def2-TZVPD.

The geometry in XYZ format:
```
62
Properties=species:S:1:pos:R:3:nbo_charge:R:1
Pd 0.361 -0.595 -0.101 0.94
O 0.482 -4.023 -2.199 -0.57
C 0.704 -3.059 -1.497 0.61
N -0.081 -1.963 -1.386 -0.56
C -1.222 -1.882 -2.261 -0.29
C -2.254 -0.991 -1.664 0.26
C -3.485 -0.826 -2.299 -0.23
C -4.468 -0.078 -1.695 -0.12
C -4.210 0.444 -0.428 -0.26
C -2.970 0.235 0.125 0.02
N -1.967 -0.419 -0.486 -0.50
C 1.955 -2.914 -0.686 0.14
C 3.017 -3.781 -0.832 -0.19
C 4.164 -3.555 -0.092 -0.11
C 4.182 -2.481 0.785 -0.24
C 3.075 -1.661 0.882 0.06
N 1.973 -1.862 0.148 -0.43
H -1.643 -2.882 -2.404 0.26
H -0.941 -1.527 -3.259 0.23
H -3.656 -1.317 -3.248 0.25
H -5.429 0.064 -2.169 0.25
H -4.969 0.974 0.129 0.24
H -2.797 0.542 1.149 0.18
H 2.908 -4.604 -1.526 0.27
H 5.024 -4.202 -0.192 0.25
H 5.046 -2.274 1.401 0.24
H 3.062 -0.844 1.583 0.21
N 1.530 1.004 0.881 -0.54
C 2.307 1.408 1.640 0.57
N 3.182 1.843 2.497 -0.48
C 2.923 1.737 3.951 -0.19
C 4.234 1.929 4.706 -0.42
C 5.366 1.160 4.032 -0.41
C 5.627 1.657 2.595 -0.42
C 4.449 2.463 2.058 -0.20
H 2.514 0.745 4.152 0.21
H 2.180 2.481 4.249 0.20
H 4.084 1.576 5.726 0.25
H 4.481 2.990 4.776 0.21
H 5.109 0.097 4.023 0.20
H 6.274 1.249 4.626 0.24
H 5.818 0.811 1.932 0.21
H 6.514 2.290 2.558 0.23
H 4.447 2.510 0.971 0.23
H 4.460 3.488 2.433 0.21
N -1.930 5.188 1.464 -0.50
C -1.763 4.248 2.631 -0.24
C -0.691 3.222 2.269 -0.25
N -0.963 2.514 1.036 -0.61
C -1.224 3.406 -0.076 -0.25
C -2.311 4.438 0.212 -0.24
H -1.041 5.667 1.299 0.43
H -2.619 5.910 1.678 0.45
H -2.734 3.776 2.785 0.22
H -1.512 4.841 3.509 0.24
H -0.596 2.514 3.093 0.24
H 0.275 3.733 2.171 0.20
H -1.703 1.843 1.150 0.37
H -1.518 2.828 -0.952 0.25
H -0.292 3.923 -0.331 0.21
H -3.272 3.966 0.415 0.22
H -2.431 5.164 -0.591 0.24
```

Results
Energy relative to the best compared isomer or geometry (same formula, charge and spin) ... 134.4 kJ/mol
LUMO level ... -5.7 eV
Charge ... +2



# 5
This record from OMol25 describes a structure of composition C22H32B2BrCl3CsF4KMgN7O13 in a non-equilibrium geometry. The level of theory is wB97M-V/def2-TZVPD.

The geometry in XYZ format:
```
87
Properties=species:S:1:pos:R:3:mulliken_charge:R:1
O -2.054 -3.479 -2.764 -0.45
C -2.699 -2.434 -2.645 0.63
O -4.164 -2.456 -2.750 -0.24
N -4.644 -1.658 -1.729 0.42
C -5.540 -0.684 -1.892 0.46
N -5.976 0.144 -0.939 -0.50
C -6.838 0.953 -1.499 -0.07
N -6.975 0.676 -2.799 -0.18
N -6.146 -0.359 -3.040 0.14
C -1.973 -1.005 -2.325 0.93
C -0.775 -0.857 -1.397 0.18
C -0.236 0.396 -1.204 -0.71
C -0.784 1.537 -1.836 -0.59
C -1.923 1.422 -2.728 -1.06
C -2.446 0.139 -2.913 -0.54
H -4.201 -1.834 -0.830 -0.33
H -7.400 1.745 -1.033 0.44
H -7.553 1.134 -3.489 0.23
H -6.008 -0.780 -3.948 0.27
H -0.345 -1.794 -0.904 -0.26
H 0.650 0.481 -0.570 0.65
H -0.344 2.518 -1.673 0.62
H -2.366 2.269 -3.226 0.54
H -3.292 0.002 -3.580 0.51
B 2.389 1.663 1.765 0.57
F 2.098 2.391 0.591 -0.34
F 3.529 2.159 2.379 -0.33
F 1.291 1.761 2.650 -0.45
F 2.590 0.295 1.410 -0.40
Mg -0.035 -3.025 -2.380 0.87
B -0.276 6.875 -2.492 1.20
O -1.685 7.007 -3.085 -0.70
C -1.524 7.391 -4.331 1.10
O -2.431 7.589 -5.112 -1.08
C -0.031 7.546 -4.646 0.50
O 0.405 7.883 -5.707 -0.66
O 0.656 7.243 -3.571 -0.63
O -0.133 7.759 -1.342 -0.44
C 0.154 7.030 -0.248 0.51
O 0.336 7.462 0.842 -0.55
C 0.200 5.559 -0.669 0.38
O 0.429 4.624 0.021 -0.52
O -0.047 5.494 -2.013 -0.19
C 2.427 -6.360 4.308 -0.52
O 1.069 -6.059 4.576 -0.35
C 0.872 -5.194 5.689 -0.68
C 0.456 -3.806 5.249 -0.17
N 1.554 -3.098 4.605 -0.05
C 1.176 -1.892 3.872 -1.05
C 0.141 -2.004 2.757 -0.37
O 0.628 -2.684 1.588 -0.20
C 0.713 -4.078 1.712 -0.78
H 2.448 -7.204 3.619 0.24
H 2.940 -5.520 3.828 0.24
H 2.963 -6.639 5.218 0.24
H 1.756 -5.160 6.330 0.23
H 0.056 -5.626 6.274 0.42
H 0.132 -3.235 6.125 0.38
H -0.409 -3.925 4.581 0.05
H 2.016 -3.727 3.962 0.05
H 2.087 -1.486 3.427 0.46
H 0.821 -1.151 4.594 0.37
H -0.077 -0.981 2.432 0.39
H -0.846 -2.413 3.124 0.27
H -0.077 -4.454 2.327 0.48
H 1.683 -4.402 2.118 0.07
H 0.652 -4.488 0.716 0.25
Br -2.576 5.769 -0.788 -0.44
Cl -1.542 -5.013 0.871 -0.77
K -3.988 8.357 -3.989 1.01
Cs -2.961 -2.451 0.412 1.20
Cl 4.511 -4.274 6.417 -0.08
C 6.038 -4.822 7.153 -0.54
C 6.465 -6.169 6.630 -0.49
Cl 5.377 -7.476 7.167 -0.19
H 5.904 -4.837 8.232 0.33
H 6.794 -4.078 6.911 0.30
H 7.459 -6.409 7.004 0.35
H 6.493 -6.181 5.544 0.32
C 1.144 5.209 -8.171 0.59
O 0.032 4.976 -7.721 -0.65
N 1.805 4.310 -8.972 -0.39
N 1.822 6.363 -7.923 -0.30
H 2.717 4.475 -9.354 0.16
H 1.338 3.449 -9.177 0.21
H 1.372 7.050 -7.339 0.30
H 2.734 6.554 -8.289 0.16
```

Results
LUMO level ... -7.4 eV
Charge ... +1



# 6
This record from OMol25 describes a structure of composition C22H32ClGeMoNO4S2SbSe. The level of theory is wB97M-V/def2-TZVPD.

The geometry in XYZ format:
```
66
Properties=species:S:1:pos:R:3:nbo_charge:R:1
Mo 0.781 1.031 0.451 -0.17
S 1.278 2.260 2.698 -0.12
C 2.827 1.883 2.111 -0.06
N 2.934 1.315 0.932 -0.53
C 4.242 1.071 0.571 0.22
C 4.669 0.522 -0.633 -0.23
C 6.022 0.337 -0.842 -0.21
C 6.956 0.700 0.131 -0.24
C 6.544 1.267 1.326 -0.22
C 5.185 1.453 1.536 -0.24
S 4.368 2.162 2.904 0.37
H 3.934 0.273 -1.386 0.22
H 6.364 -0.086 -1.778 0.21
H 8.012 0.548 -0.053 0.20
H 7.266 1.564 2.076 0.21
O 2.490 2.876 -2.204 -0.85
Cl 1.316 3.602 -1.797 2.56
O 0.199 3.262 -2.636 -0.86
O 1.555 5.011 -1.811 -0.83
O 0.986 3.215 -0.409 -0.86
C 1.003 0.479 -3.912 -1.00
Sb 0.823 -0.234 -1.904 1.39
C 2.222 -1.853 -2.171 -1.02
C -0.924 -1.430 -2.277 -1.02
H 0.995 -0.370 -4.597 0.20
H 1.932 1.038 -4.002 0.24
H 0.181 1.156 -4.133 0.24
H 1.771 -2.633 -2.788 0.21
H 2.517 -2.266 -1.208 0.23
H 3.114 -1.482 -2.676 0.22
H -0.784 -2.040 -3.170 0.22
H -1.784 -0.775 -2.425 0.22
H -1.115 -2.076 -1.420 0.22
C -5.488 1.804 0.627 -1.09
Ge -4.596 0.177 0.003 1.62
C -4.632 0.147 -1.952 -1.10
C -5.540 -1.392 0.706 -1.09
C -2.733 0.113 0.597 -1.05
Se -1.707 1.710 0.141 0.58
C -2.126 2.695 1.769 -0.80
H -6.521 1.821 0.277 0.23
H -4.980 2.686 0.235 0.24
H -5.493 1.859 1.716 0.23
H -5.650 0.285 -2.320 0.22
H -4.256 -0.805 -2.329 0.23
H -4.008 0.948 -2.351 0.24
H -6.575 -1.409 0.362 0.22
H -5.539 -1.382 1.797 0.23
H -5.050 -2.308 0.374 0.23
H -2.214 -0.711 0.110 0.26
H -2.623 -0.040 1.671 0.24
H -3.182 2.955 1.816 0.21
H -1.515 3.595 1.739 0.24
H -1.827 2.085 2.620 0.22
C 0.429 -0.550 1.138 -0.09
C 0.150 -1.837 1.733 -0.15
C 0.320 -3.037 1.031 -0.21
C 0.026 -4.256 1.622 -0.21
C -0.438 -4.312 2.929 -0.25
C -0.602 -3.129 3.642 -0.23
C -0.313 -1.909 3.055 -0.15
H 0.693 -3.003 0.015 0.21
H 0.165 -5.171 1.058 0.20
H -0.666 -5.265 3.389 0.20
H -0.956 -3.160 4.666 0.20
H -0.430 -0.986 3.609 0.21
```

Results
Energy relative to the best compared isomer or geometry (same formula, charge and spin) ... 0.0 kJ/mol
LUMO level ... 2.4 eV
Charge ... -1



no.,E_HOMO (Eh)
1,-0.288
2,-0.278
3,-0.347
4,-0.497
5,-0.331
6,-0.140